ORCA calculation (the ωB97M-V functional and the def2-TZVPD basis) on a structure of composition C22H35NO4P2Pt.

Last column: Löwdin spin population.
Cartesian coordinates (Å):
1 P -0.13538 -1.64918 -5.40559  0.03
2 P 0.08652 1.88117 -5.50092  0.48
3 C -0.41202 -0.55762 -6.91271  0.00
4 C 0.36656 0.76455 -6.94477  0.06
5 H -1.49886 -0.37902 -6.96508  0.00
6 H -0.13594 -1.17635 -7.78048  0.00
7 H 1.45310 0.58967 -7.01851  0.00
8 H 0.05722 1.36048 -7.81800  0.02
9 C -1.56254 2.57512 -5.88636  0.06
10 H -1.84522 3.28090 -5.09187  0.00
11 H -2.31474 1.77399 -5.92525  0.00
12 H -1.52221 3.09889 -6.85108  0.02
13 C 1.23984 3.24555 -5.83801  0.08
14 H 0.91024 3.76714 -6.74853  0.02
15 H 2.25693 2.84972 -5.97564  0.00
16 H 1.23490 3.94101 -4.98585  0.00
17 C -1.15506 -3.06964 -5.95976  0.00
18 H -1.12468 -3.86490 -5.20287  0.00
19 H -0.76906 -3.45328 -6.91599  0.00
20 H -2.19887 -2.74840 -6.08786  0.00
21 C 1.55930 -2.24800 -5.79008  0.01
22 H 2.28114 -1.42054 -5.78957  0.00
23 H 1.57066 -2.73237 -6.77518  0.00
24 H 1.86316 -2.97053 -5.02139  0.00
25 Pt 0.11116 -0.36585 -0.70843  0.36
26 C 0.67575 1.71188 -1.75445  0.03
27 C -0.70351 1.44220 -1.76998  0.02
28 C -1.62456 0.91995 -2.84105  0.02
29 C -1.82985 -0.61994 -2.95740  0.00
30 C -0.65685 -1.47249 -2.60235  0.01
31 C 0.73144 -1.15874 -2.70320  0.02
32 C 1.26239 0.01474 -3.46720  0.08
33 C 1.77053 1.19834 -2.61174  0.01
34 C 0.27415 -1.97862 0.46178  0.10
35 H 0.98026 2.49451 -1.05758  0.00
36 H -1.25958 2.03308 -1.02499  0.00
37 H -1.39151 1.36442 -3.81733  0.02
38 H -2.61724 1.34174 -2.61517  0.00
39 H -2.64744 -0.86010 -2.25704  0.00
40 H -2.23003 -0.88836 -3.94696  0.00
41 H -0.87152 -2.54515 -2.45101  0.00
42 H 1.41802 -2.00743 -2.57166  0.00
43 H 0.39036 0.39748 -4.05657  0.04
44 H 2.04190 -0.29996 -4.17240  0.00
45 H 2.59059 0.81351 -1.98274  0.00
46 H 2.21088 1.98842 -3.24104  0.00
47 H 1.13237 -1.81757 1.13446  0.01
48 H 0.39761 -2.90788 -0.11479  0.00
49 H -0.64236 -2.03578 1.07551  0.01
50 O -1.90714 0.95397 1.22888  0.12
51 C -0.74772 1.01912 1.65563  0.02
52 O 0.35664 0.83471 0.96212  0.28
53 C -0.48428 1.31448 3.12066  0.08
54 C 0.80870 1.61712 3.59384  0.02
55 C 1.04595 1.76771 4.96050  0.05
56 C -0.00563 1.58034 5.87960  0.01
57 C -1.31573 1.35156 5.40819  0.05
58 C -1.54222 1.22720 4.04768  0.00
59 N 0.24921 1.51521 7.28229  0.37
60 O 1.42159 1.66646 7.69614  0.74
61 O -0.71609 1.29475 8.04981  0.74
62 H 1.63211 1.71597 2.88752  0.00
63 H 2.03739 2.00057 5.33968  0.00
64 H -2.11984 1.25455 6.13503  0.00
65 H -2.55612 1.03372 3.68474  0.00

## Properties
Energy above the lowest of the compared OMol25 structures with the same formula, charge and spin: 0.00 kcal/mol
<S²>: 6.0266
Spin multiplicity: 5
E_tot: -54860.3618 eV
Kohn-Sham gap (alpha / beta): 0.214 / 0.148 hartree
Charge: +2